{
  "formula": "C44H73NO13",
  "method": "wB97M-V/def2-TZVPD",
  "de_lowest_kj_mol": 2831.7,
  "smiles": "C[C@@H](CC1=CC(=O)c2c(CCCCN)ccc(CCO)c2C1=O)OCc1ccccc1.COCCOCCOC.COCCOCCOC.COCCOCCOC",
  "homo_lumo_gap_ev": 6.845,
  "energy_ha": -2752.1195,
  "symbols": ["C", "C", "C", "C", "C", "C", "O", "C", "C", "C", "C", "C", "C", "N", "C", "C", "C", "C", "C", "O", "C", "C", "O", "O", "C", "C", "C", "C", "C", "C", "C", "H", "H", "H", "H", "H", "H", "H", "H", "H", "H", "H", "H", "H", "H", "H", "H", "H", "H", "H", "H", "H", "H", "H", "H", "H", "H", "H", "H", "H", "H", "H", "C", "O", "C", "C", "O", "C", "C", "O", "C", "H", "H", "H", "H", "H", "H", "H", "H", "H", "H", "H", "H", "H", "H", "C", "O", "C", "C", "O", "C", "C", "O", "C", "H", "H", "H", "H", "H", "H", "H", "H", "H", "H", "H", "H", "H", "H", "C", "O", "C", "C", "O", "C", "C", "O", "C", "H", "H", "H", "H", "H", "H", "H", "H", "H", "H", "H", "H", "H", "H"],
  "coordinates": [[1.9898, 0.1222, 1.4197], [1.6986, 0.0467, -0.2253], [0.5108, -1.0161, -0.6235], [-1.0098, -0.5218, -0.2183], [-1.3524, 0.7277, 0.5132], [-2.9070, 1.1672, 0.9468], [-2.9800, 2.0964, 1.9143], [-4.2196, 0.4379, 0.2376], [-5.7751, 1.0424, 0.3518], [-6.0972, 2.4123, 1.1917], [-7.5677, 3.0774, 0.9116], [-7.4857, 4.2455, -0.2810], [-8.0587, 3.7344, -1.7292], [-8.7186, 4.8371, -2.5431], [-6.9753, 0.1689, -0.4078], [-6.6769, -1.2566, -1.2280], [-5.1049, -1.8094, -1.2654], [-4.9117, -3.2679, -2.0612], [-4.9844, -4.4108, -0.8420], [-4.9708, -5.7944, -1.3414], [-3.8696, -0.9840, -0.5713], [-2.2978, -1.5136, -0.6122], [-1.9404, -2.7874, -0.9225], [1.5518, 1.3868, -0.8349], [2.0594, 1.4175, -2.2185], [0.8340, 2.1027, -3.1275], [0.3060, 1.2109, -4.4170], [-0.9391, 1.8544, -5.2998], [-1.5389, 3.3198, -4.8541], [-0.9739, 4.2191, -3.5944], [0.2651, 3.5746, -2.6841], [1.9139, -0.9899, 1.8369], [1.2698, 0.8561, 1.9782], [3.0946, 0.5241, 1.6280], [2.7065, -0.4027, -0.6797], [0.7128, -1.9922, 0.0336], [0.6173, -1.3727, -1.7436], [-0.4716, 1.4683, 0.8128], [-5.9966, 2.1305, 2.3441], [-5.2925, 3.2370, 0.9718], [-7.8492, 3.6869, 1.8987], [-8.4410, 2.3160, 0.7496], [-6.4032, 4.7218, -0.3215], [-8.2178, 5.1159, 0.0812], [-8.8700, 2.9156, -1.5231], [-7.1576, 3.3154, -2.3727], [-8.0075, 5.4039, -3.0757], [-9.3380, 5.4446, -1.9553], [-8.1190, 0.4953, -0.4032], [-7.5406, -1.8729, -1.7730], [-5.8470, -3.4837, -2.7651], [-3.9104, -3.3118, -2.6683], [-6.0120, -4.2477, -0.2565], [-4.1421, -4.1865, -0.0268], [-5.5645, -5.7581, -2.1726], [3.0158, 2.1058, -2.2293], [2.2907, 0.3623, -2.6782], [0.8024, 0.1533, -4.6442], [-1.3376, 1.2009, -6.1958], [-2.4480, 3.7423, -5.4973], [-1.4810, 5.2559, -3.3778], [0.6839, 4.2026, -1.7607], [8.3407, 5.6371, 2.8692], [7.2561, 5.5451, 1.9530], [7.7035, 5.4285, 0.6004], [6.6771, 4.6544, -0.2325], [6.7235, 3.2380, -0.0167], [6.2089, 2.7758, 1.2402], [4.6802, 2.8602, 1.3339], [4.2714, 4.2044, 1.5925], [2.9762, 4.4867, 1.0841], [8.9082, 6.5551, 2.6973], [7.9336, 5.6535, 3.8822], [8.9966, 4.7627, 2.7799], [8.6714, 4.9193, 0.5476], [7.8076, 6.4426, 0.2041], [6.9267, 4.7952, -1.2898], [5.6657, 5.0396, -0.0969], [6.6970, 3.2738, 2.0762], [6.4863, 1.7175, 1.2962], [4.3268, 2.2450, 2.1660], [4.2360, 2.4938, 0.4014], [2.9452, 4.3092, 0.0015], [2.7613, 5.5435, 1.2618], [2.2264, 3.8773, 1.5908], [-1.7054, -2.2515, 3.1016], [-1.1290, -1.6353, 4.2471], [-2.1124, -1.0020, 5.0689], [-1.6526, -0.9877, 6.5300], [-1.8103, -2.2520, 7.1868], [-0.8909, -3.2823, 6.7975], [0.5314, -3.0518, 7.3234], [1.2018, -2.0705, 6.5305], [2.1920, -1.3635, 7.2620], [-2.1526, -1.4984, 2.4479], [-0.9147, -2.7722, 2.5578], [-2.4582, -2.9914, 3.3992], [-3.0765, -1.5159, 4.9973], [-2.2237, 0.0250, 4.7093], [-2.2977, -0.2930, 7.0790], [-0.6329, -0.6150, 6.6346], [-0.9068, -3.4423, 5.7209], [-1.2703, -4.2001, 7.2598], [1.1065, -3.9791, 7.2514], [0.4868, -2.7365, 8.3721], [1.7416, -0.8685, 8.1319], [2.6128, -0.5923, 6.6119], [2.9874, -2.0395, 7.5791], [-0.0074, -4.6552, -3.7688], [1.2747, -4.9568, -4.3069], [1.5794, -4.1558, -5.4510], [3.0937, -3.9595, -5.5725], [3.6145, -2.9851, -4.6591], [3.6701, -3.3808, -3.2813], [4.7684, -4.4122, -2.9936], [4.3511, -5.7127, -3.4126], [5.4436, -6.5457, -3.7705], [-0.7914, -4.9086, -4.4867], [-0.1474, -5.2484, -2.8629], [-0.0713, -3.5951, -3.4950], [1.0908, -3.1779, -5.3894], [1.2071, -4.6900, -6.3300], [3.3024, -3.5615, -6.5715], [3.6364, -4.9023, -5.4929], [2.6964, -3.7111, -2.9236], [3.9185, -2.4691, -2.7270], [4.9572, -4.4601, -1.9176], [5.6902, -4.1177, -3.5081], [6.0262, -6.0836, -4.5777], [5.0448, -7.4943, -4.1389], [6.0787, -6.7353, -2.9039]],
  "atomic_forces_ev_per_a": [[0.36, 0.06, -0.50], [1.27, -0.81, 0.30], [-0.37, -0.41, 1.10], [-2.24, 2.78, 1.23], [0.37, -2.76, -1.89], [0.43, 2.75, 3.25], [-0.03, -5.38, -5.81], [-1.43, -1.45, -1.05], [0.87, -3.17, -1.95], [-0.11, -0.69, 0.27], [0.49, 1.33, 0.56], [-1.03, 0.03, 0.68], [0.60, 0.41, 0.23], [0.97, -0.14, 0.47], [2.94, -1.99, -0.63], [3.69, 2.79, 2.44], [-1.02, 1.89, 0.47], [-0.36, 0.24, 1.51], [-0.68, 1.16, 0.68], [-0.97, 2.05, -1.42], [-2.92, 1.15, 0.32], [2.07, -4.44, -0.81], [-2.66, 7.48, 1.61], [0.79, -2.12, -0.38], [-1.26, 1.28, -0.99], [-1.23, 0.65, -1.41], [-2.14, 4.41, 1.28], [2.20, 1.54, 3.71], [2.16, -1.24, 1.39], [1.73, -4.53, -1.13], [-2.14, -1.65, -3.68], [0.03, 2.55, -0.78], [1.21, -1.64, -1.07], [-2.49, -0.98, -0.68], [-2.15, 0.67, 0.97], [-0.45, 2.05, -1.47], [-0.59, 0.98, 2.20], [-2.40, -1.64, -0.59], [-0.15, 0.55, -2.51], [-1.40, -1.85, 0.40], [0.67, -1.48, -2.04], [1.80, 1.41, 0.14], [-2.21, -1.12, -0.05], [1.55, -1.80, -0.84], [1.66, 1.39, -0.47], [-2.08, 0.59, 1.33], [-1.19, -0.72, 1.15], [1.12, -0.73, -0.78], [2.92, -0.54, 0.13], [2.17, 1.59, 1.40], [2.00, 0.78, 1.42], [-1.95, 0.08, 1.37], [2.05, -0.14, -1.33], [-1.57, -0.92, -2.16], [1.42, -0.25, 2.02], [-1.85, -1.43, -0.11], [-0.42, 1.99, 1.06], [-1.24, 2.62, 0.52], [0.69, 1.79, 1.99], [2.26, -0.98, 1.60], [1.24, -2.34, -0.39], [-0.91, -1.80, -2.27], [-0.43, -0.04, -0.20], [0.50, -0.30, 0.08], [-0.78, -0.02, 0.21], [0.41, -0.13, 0.00], [-0.17, 0.27, 0.36], [-0.36, -0.18, -0.41], [0.46, 0.63, 0.28], [-0.10, -0.07, -0.39], [0.40, 0.06, 0.11], [0.17, -0.01, 0.04], [-0.07, 0.06, -0.16], [0.08, 0.10, -0.03], [-0.02, -0.04, 0.02], [0.13, 0.03, -0.24], [0.09, -0.11, 0.12], [0.08, 0.07, 0.26], [-0.18, 0.20, 0.04], [-0.05, 0.08, -0.15], [0.03, -0.24, 0.00], [0.01, -0.02, -0.02], [-0.13, -0.11, 0.05], [0.11, -0.15, 0.09], [-0.19, -0.08, -0.09], [0.26, 0.15, 0.35], [-0.40, -0.36, -0.11], [0.77, 0.04, 0.20], [-0.39, -0.17, -0.12], [0.36, 0.01, -0.33], [0.10, 0.16, 0.56], [-0.19, 0.20, -0.70], [-0.02, 0.22, 0.35], [-0.37, -0.08, -0.29], [-0.14, -0.05, -0.09], [0.01, 0.13, 0.07], [-0.06, 0.08, -0.07], [0.01, -0.05, 0.02], [-0.22, 0.14, 0.08], [-0.05, -0.17, -0.06], [0.04, -0.11, -0.26], [0.21, 0.17, -0.07], [0.00, 0.17, 0.07], [-0.06, -0.21, 0.16], [-0.06, 0.00, -0.02], [0.13, -0.08, 0.05], [-0.08, -0.18, -0.01], [0.14, 0.01, 0.17], [0.38, -0.18, -0.01], [-0.20, 0.53, 0.05], [0.53, -0.61, 0.37], [-0.27, 0.33, -0.03], [-0.18, -0.37, 0.21], [0.54, 0.03, -0.21], [-0.70, -0.26, -0.11], [0.29, 0.11, -0.27], [-0.41, 0.19, -0.03], [-0.14, 0.09, 0.00], [0.07, 0.01, -0.15], [-0.11, -0.01, -0.06], [0.00, 0.04, 0.04], [-0.01, 0.15, -0.25], [-0.06, 0.10, 0.14], [-0.21, -0.08, 0.17], [0.01, -0.29, -0.04], [0.09, -0.02, -0.15], [0.12, 0.21, 0.13], [-0.05, 0.04, -0.02], [0.10, -0.04, 0.12], [-0.04, 0.15, 0.14], [0.20, -0.05, 0.01]],
  "lowdin_charge": [-0.045, -0.338, -0.086, -0.070, 0.065, -0.192, -0.061, 0.028, -0.050, -0.190, -0.212, -0.198, -0.289, -0.072, 0.005, 0.004, -0.084, -0.151, -0.253, -0.140, 0.020, -0.148, -0.071, -0.222, -0.171, -0.103, -0.023, -0.071, -0.090, -0.062, -0.013, 0.100, 0.079, 0.071, 0.145, 0.134, 0.122, 0.121, 0.133, 0.113, 0.116, 0.093, 0.114, 0.107, 0.105, 0.127, 0.071, 0.064, 0.083, 0.104, 0.115, 0.115, 0.126, 0.132, 0.110, 0.134, 0.118, 0.091, 0.081, 0.082, 0.079, 0.097, -0.108, -0.209, -0.191, -0.170, -0.135, -0.163, -0.195, -0.202, -0.100, 0.085, 0.088, 0.086, 0.124, 0.123, 0.126, 0.116, 0.116, 0.126, 0.110, 0.115, 0.078, 0.090, 0.085, -0.099, -0.207, -0.185, -0.169, -0.136, -0.168, -0.190, -0.212, -0.110, 0.067, 0.089, 0.091, 0.126, 0.124, 0.126, 0.115, 0.115, 0.125, 0.123, 0.124, 0.087, 0.088, 0.084, -0.101, -0.207, -0.190, -0.170, -0.139, -0.172, -0.188, -0.209, -0.109, 0.087, 0.093, 0.075, 0.118, 0.124, 0.126, 0.116, 0.114, 0.118, 0.123, 0.125, 0.087, 0.089, 0.085]
}